[1]
The following is a quantum chemistry calculation of the molecule C4H4S at a distorted geometry, from OMol25.

Positions of all 9 atoms, in Å:
1 H 1.21691 -0.87218 0.52411
2 C 0.39294 -1.08545 -0.06658
3 H -0.04581 -2.13881 -0.24586
4 C -0.61368 -0.08158 0.46624
5 S -2.29836 0.04179 0.05460
6 H 1.21291 1.15529 0.57454
7 H -0.32378 2.00173 -0.19381
8 C 0.24412 1.03047 -0.03022
9 C 0.21476 -0.05126 -1.08302

Values from the calculation:
**Orbital gap**: 7.35 eV
**LUMO energy**: -1.9 eV
**Energy**: -15042.226 eV
**Energy above the lowest of the compared OMol25 structures with the same formula, charge and spin**: 125.76 kcal/mol


[2]
The following is a quantum chemistry calculation of the ion C4H8NO with charge +1 at a distorted geometry, from OMol25.

Positions of all 14 atoms, in Å:
1 H -0.78536 1.50478 0.72471
2 H 0.54531 2.96576 -0.74573
3 H -0.72848 -0.47001 -1.73230
4 C -0.75375 -0.32643 -0.70509
5 C 0.09574 1.98856 -1.03301
6 H 1.51244 -1.67342 1.65213
7 H -1.62695 -0.52662 -0.21529
8 H 0.12480 1.78136 -2.02743
9 C -0.54747 1.13906 -0.27682
10 C 0.22537 -1.31001 -0.17951
11 H -0.16237 -1.59143 1.93276
12 O 0.74794 -2.24090 -0.60517
13 N 0.62709 -1.06881 1.38808
14 H 0.72571 -0.17190 1.82267

Values from the calculation:
**Orbital gap**: 10.42 eV
**SMILES**: C=CCC([NH3+])=O
**Charge**: +1
**LUMO energy**: -4.0 eV
**Energy**: -7806.487 eV
**Energy above the lowest of the compared OMol25 structures with the same formula, charge and spin**: 37.27 kcal/mol


[3]
The following is a quantum chemistry calculation of a structure of composition C12H27InNO, from OMol25.

Positions of all 42 atoms, in Å:
1 H 2.42599 0.60474 -1.62963
2 C -1.46274 1.24221 2.01429
3 C -2.06114 -0.19134 -0.00445
4 H -2.21160 1.93771 0.18347
5 H 1.78671 -1.46313 0.78084
6 H 1.26332 -4.35797 0.16742
7 H 0.68294 5.13956 -1.01525
8 H -1.55096 2.27277 2.35981
9 N -0.17997 2.44367 -2.45889
10 H 2.16530 4.25395 -1.39789
11 In 2.51823 0.12509 1.10924
12 C -1.30412 -0.88280 -1.14408
13 H 1.19913 3.78685 0.00098
14 C -0.27475 0.58267 2.70025
15 C -0.88021 -3.26637 -2.03671
16 H -2.18955 -2.72829 -0.40125
17 H -0.54964 1.40330 0.02640
18 H 4.03452 1.08423 -1.04431
19 C 1.05838 1.28471 2.35869
20 H 2.65247 2.17871 -0.84504
21 H 4.03184 -0.09400 2.04335
22 H 0.85916 2.25205 1.89103
23 H -0.12755 -3.39463 0.60131
24 H -0.66470 -2.88330 -3.03351
25 H -0.36013 -5.00080 -0.19860
26 H -1.55260 -0.33818 -2.05384
27 H -2.38032 0.73833 2.34146
28 C -1.50694 1.16036 0.47871
29 C 2.96518 1.13678 -0.85176
30 H -2.19555 -0.88102 0.82816
31 C 1.14779 4.15432 -1.02372
32 H -0.44793 0.70080 3.77275
33 O 0.36118 -3.46674 -1.40050
34 C -1.83598 -2.30994 -1.34227
35 C 0.25585 -4.09619 -0.14060
36 H -1.37762 -4.24108 -2.15934
37 H -0.26908 -0.48790 2.49162
38 H -2.71031 -2.25912 -1.99522
39 H -0.22400 -0.86047 -1.02043
40 C 0.38964 3.23096 -1.85054
41 H 1.58137 1.48315 3.29348
42 H -3.06164 0.00636 -0.39540

Values from the calculation:
**Orbital gap**: 7.30 eV
**Charge**: -1
**LUMO energy**: 3.1 eV
**Energy**: -21591.307 eV


[4]
The following is a quantum chemistry calculation of a structure of composition C28H36As2DySi at a distorted geometry, from OMol25.

Positions of all 68 atoms, in Å:
1 H -3.93416 2.02100 1.26906
2 C 1.06889 -3.84542 -5.68195
3 C -0.89048 0.32312 4.36091
4 H 1.74369 -1.35615 4.12232
5 H -3.54965 1.69616 -1.40030
6 H 4.40337 0.36985 -3.82887
7 H -0.60381 -2.99225 2.25648
8 H 0.22657 -0.06341 -1.10882
9 C 0.43980 -4.84872 -4.93919
10 H 1.98099 0.35300 3.58829
11 H 0.76496 3.85480 3.84018
12 H 0.99897 3.99115 2.05510
13 C -2.86497 -0.38168 -0.85223
14 H -0.04074 -5.54857 -2.95127
15 As -1.02878 2.64094 2.55617
16 C -3.51874 1.14121 0.77998
17 C -1.72803 2.35533 5.41288
18 C 0.76992 3.31463 2.88625
19 H -1.51109 4.85722 3.65975
20 H -2.51374 -2.07930 0.59143
21 H 1.00229 -3.61230 -1.80654
22 C -1.45549 0.32015 6.71695
23 C 0.98253 -3.65988 -2.89491
24 C 1.52594 -2.60029 -3.64429
25 H -2.02514 3.40373 5.35770
26 H 1.80831 -0.65720 -0.28374
27 H 1.47538 2.47775 2.90018
28 C 0.41763 -4.75876 -3.54425
29 C -3.33441 0.95424 -0.63013
30 H -2.67862 -0.85006 -1.82049
31 Dy -1.12392 0.77741 0.48568
32 H 0.50239 2.12917 -6.39317
33 C 1.16426 0.79360 -4.82929
34 Si 2.02919 -1.02393 -2.84423
35 C 3.55542 0.76269 -4.39519
36 H 0.90024 -1.48105 -1.64785
37 C -1.82591 1.66122 6.63502
38 H -0.01807 -5.70298 -5.43831
39 C 3.74902 1.71692 -5.39992
40 H 3.21044 -1.15912 -1.85300
41 H -1.76697 -2.41161 3.49097
42 C -0.72093 -2.40159 3.17145
43 C 1.36103 1.75211 -5.83195
44 C -2.75925 -1.03220 0.42323
45 H -3.04059 3.96084 3.29526
46 C 2.65280 2.21184 -6.11964
47 H -2.13840 4.77331 1.97112
48 As -0.19813 -0.58596 2.72317
49 H 2.12559 -1.96557 -5.62748
50 H -3.31240 -0.30858 2.49318
51 H -1.52516 -0.22131 7.66409
52 C 2.25941 0.29508 -4.10520
53 C -2.04979 4.24499 2.92716
54 H -2.19265 2.18443 7.52129
55 H 1.72451 0.47284 -1.70641
56 H -0.69910 -1.40605 5.63823
57 H 2.24417 -0.99669 2.42611
58 C -3.16715 -0.09234 1.43487
59 H 2.80340 2.95499 -6.90661
60 C 1.29844 -0.46681 -1.22939
61 H -0.06161 -2.77800 3.96141
62 H 4.75712 2.07246 -5.63071
63 H 0.15872 0.42896 -4.61058
64 C 1.66250 -0.65004 3.28764
65 C 1.62544 -2.73628 -5.04072
66 C -1.25290 1.68747 4.28468
67 C -0.98450 -0.35628 5.57486
68 H 1.12200 -3.92423 -6.76645

Values from the calculation:
**Orbital gap (spin up / spin down)**: 4.13 / 7.76 eV
**Expectation value of S²**: 9.10
**Charge**: +1
**LUMO energy (spin up / spin down)**: -2.7 / -2.8 eV
**Energy**: -183243.858 eV
**2S+1**: 6


[5]
The following is a quantum chemistry calculation of a structure of composition C7H13N at a distorted geometry, from OMol25.

Positions of all 21 atoms, in Å:
1 C 1.78750 1.26281 -1.05095
2 C -1.23615 -0.12105 0.60435
3 H 0.61621 1.08348 2.24629
4 H -0.19136 -2.88750 -1.01337
5 C -1.53711 -0.88314 1.67408
6 H 2.29168 0.38775 -1.47377
7 H 0.30781 2.55196 1.30316
8 H -1.30554 -2.30927 -2.25307
9 C 0.94263 1.66187 1.37486
10 H 1.95746 1.98892 1.61865
11 C -0.42318 -0.71967 -1.14163
12 C 0.92357 0.87878 0.10405
13 C -0.93653 -2.11684 -1.24449
14 H -0.90378 -1.69191 1.99486
15 H 1.20347 1.71280 -1.85934
16 N 0.10280 -0.15675 -0.00785
17 H -2.47633 -0.75726 2.18694
18 H 2.54399 1.98565 -0.74743
19 H -0.03887 -0.32247 -2.07224
20 H -1.82522 0.75511 0.36342
21 H -1.80303 -2.30327 -0.60652

Values from the calculation:
**Orbital gap (spin up / spin down)**: 7.11 / 7.03 eV
**LUMO energy (spin up / spin down)**: 0.8 / 0.8 eV
**Energy**: -8955.917 eV
**Energy above the lowest of the compared OMol25 structures with the same formula, charge and spin**: 92.62 kcal/mol


[6]
The following is a quantum chemistry calculation of a structure of composition C8H12O6Sn at a distorted geometry, from OMol25.

Positions of all 27 atoms, in Å:
1 C 0.69810 0.27026 0.97749
2 H 2.10961 -0.62222 -0.90124
3 O 1.13386 4.43248 1.28214
4 H -2.54042 -0.40642 1.48414
5 C -2.10193 -0.72477 -1.30950
6 H -4.91041 -1.42840 1.26474
7 O -1.13436 0.05219 -0.81006
8 Sn -3.17012 -2.66119 -3.32941
9 H -4.80532 0.11957 2.14307
10 H -5.39944 0.09037 0.46311
11 O 1.93844 2.34415 1.01539
12 O -2.00810 -1.26731 -2.39319
13 H -0.00468 2.27759 0.30767
14 C -4.68437 -0.35989 1.16278
15 H 3.43291 4.88351 1.45706
16 C 1.17857 -0.07916 -1.07021
17 H 0.15338 2.07946 2.02103
18 H 1.26544 -0.64337 1.21623
19 C 2.04519 3.65688 1.12038
20 H 0.37940 0.10365 2.02905
21 C -3.26550 -0.14473 0.70504
22 O 3.33345 3.97569 1.14230
23 H 1.02700 0.46942 -2.00459
24 O -3.03244 -1.00294 -0.44564
25 C 0.05277 -0.52292 -0.43211
26 H -3.09237 0.89099 0.39115
27 C 0.61942 1.79354 1.06902

Values from the calculation:
**Orbital gap (spin up / spin down)**: 4.47 / 4.46 eV
**LUMO energy (spin up / spin down)**: -0.7 / -0.7 eV
**Energy**: -26599.088 eV